P | 8
Properties=species:S:1:pos:R:3 method="wB97M-V/def2-TZVPD" lumo_ev=4.649 total_charge=-1 homo_energy_ev=-2.3
O -2.598 -0.455 -0.896
H 1.065 -1.691 -0.519
H -0.488 1.508 0.443
H 2.594 -0.083 0.492
N 1.541 0.030 0.512
P -1.636 -0.109 0.179
O -1.266 1.578 -0.145
C 0.787 -0.777 -0.066



Q | 8
Properties=species:S:1:pos:R:3 method="wB97M-V/def2-TZVPD" lumo_ev=4.151 total_charge=-1 homo_energy_ev=-3.1
H -0.320 -1.593 -0.386
N 1.033 1.621 -0.505
O -1.145 -1.422 -0.763
C 0.324 0.642 -0.193
H 1.398 -0.904 0.687
P -1.388 0.087 -0.126
H 1.880 1.513 -0.018
O -1.781 0.057 1.304



Short version: P is the most stable of them.



P | 25
Properties=species:S:1:pos:R:3 method="wB97M-V/def2-TZVPD" lumo_ev=-3.095 total_charge=+1 homo_energy_ev=-13.7
C 1.196 1.918 -0.537
C 1.231 0.356 -0.450
H 2.599 -1.266 0.237
N -1.259 -0.021 -0.768
H -1.226 -2.473 -2.647
H -2.066 -0.701 -0.980
H -0.977 0.219 -1.761
H 3.390 0.124 0.096
N -1.699 0.897 1.667
O -0.995 -2.517 -1.760
C -0.081 -0.252 0.128
H -2.458 0.361 2.175
H 0.444 2.474 -1.168
H 0.689 2.401 0.422
C -0.383 0.200 1.622
H 0.159 -1.519 0.201
H -0.415 -0.755 2.294
H 0.298 0.904 2.039
H 1.491 0.107 -1.541
H -0.968 -3.387 -1.445
H -1.633 1.863 2.084
H -1.734 0.745 -0.365
H 2.380 0.061 1.518
C 2.471 -0.155 0.463
H 2.090 2.449 -0.727



Q | 25
Properties=species:S:1:pos:R:3 method="wB97M-V/def2-TZVPD" lumo_ev=-3.163 total_charge=+1 homo_energy_ev=-13.1
C -0.605 -0.911 1.348
H -1.422 -1.076 -1.366
O 0.739 2.685 -0.795
H 0.851 2.130 -1.623
H 0.134 3.382 -1.118
H 1.943 -1.079 1.282
H -2.090 0.439 0.317
H -0.316 1.639 2.610
H 0.856 0.671 -1.887
H 2.205 -1.105 -0.387
H -0.204 -2.273 -1.261
H 0.127 1.525 0.932
H 1.341 -2.647 0.296
N 0.167 -0.690 0.147
C -0.266 -1.223 -1.220
H -1.155 -1.845 1.359
C -1.548 0.383 1.379
H -0.030 -0.169 -3.206
H 1.421 -1.099 -2.447
C 0.566 -0.435 -2.275
C 1.463 -1.517 0.390
N -0.673 1.562 1.667
H -2.360 0.201 2.146
H -1.178 2.445 1.434
H 0.036 -0.993 2.277



Short version: P is the most stable of them.



P | 25
Properties=species:S:1:pos:R:3 method="wB97M-V/def2-TZVPD" lumo_ev=-3.105 total_charge=+1 homo_energy_ev=-13.2
H 1.103 0.510 -1.425
H 0.466 2.925 -1.028
N -0.927 -0.487 1.259
H -0.930 -3.179 -1.162
H -1.045 -0.528 -0.923
H -1.413 -1.288 1.686
H -0.101 -0.340 1.875
H 2.218 1.443 2.565
H -2.204 1.375 -1.278
H -0.729 0.981 -2.465
N -0.312 -3.095 -0.366
H 1.677 0.225 3.183
H -1.289 2.665 -2.253
H 0.310 -3.882 -0.363
O 1.516 0.935 2.605
C -0.207 1.975 -0.672
C -1.219 1.650 -1.719
H 1.169 -1.651 -1.143
H -1.491 0.355 1.203
C -0.230 -0.545 -0.084
H 1.183 -2.024 0.554
H 1.682 0.850 0.187
C 0.514 -1.890 -0.222
H -0.450 2.264 0.412
C 0.709 0.757 -0.424



Q | 25
Properties=species:S:1:pos:R:3 method="wB97M-V/def2-TZVPD" lumo_ev=-2.979 total_charge=+1 homo_energy_ev=-12.5
H -2.245 1.665 -2.226
O 0.511 -3.299 0.046
H -0.583 -1.989 0.413
H 0.185 -0.159 -2.096
N -0.402 0.712 -1.704
N -0.625 -1.037 0.708
H 1.443 -0.554 0.608
H 1.407 1.669 -1.088
C 0.776 -0.244 2.537
C 0.104 1.237 0.619
C 0.549 -0.266 1.091
H -1.060 1.406 0.859
H -0.510 2.328 -2.795
C 0.260 1.617 -0.826
H 1.244 -3.442 -0.654
H 0.174 2.688 -1.092
H 0.618 1.985 1.347
H 1.723 0.021 2.955
H 0.148 0.169 3.359
C -1.194 1.458 -2.685
H -1.013 -0.711 -0.224
H -1.158 1.046 -3.692
H -1.276 -0.915 1.514
H 0.868 -1.297 2.910
H 0.056 -4.091 0.116



Short version: P is the most stable of them.



P | 16
Properties=species:S:1:pos:R:3 method="wB97M-V/def2-TZVPD" lumo_ev=-9.454 total_charge=+1 homo_energy_ev=-11.9
H -3.126 -1.305 -0.194
H -3.114 1.737 0.718
H 0.236 -0.613 1.213
H -4.096 0.354 1.285
C -3.167 0.623 0.801
H 3.170 -0.578 -1.267
N 2.258 1.621 1.005
H 1.514 -1.482 -2.149
C 2.201 1.095 -0.072
C 0.858 -0.362 -0.038
O -0.008 -0.209 -0.933
H 2.893 -2.013 0.237
H -2.521 0.085 1.475
H 4.244 1.116 -0.481
C 1.942 -0.300 -1.320
H -3.283 0.230 -0.279



Q | 16
Properties=species:S:1:pos:R:3 method="wB97M-V/def2-TZVPD" lumo_ev=-5.538 total_charge=+1 homo_energy_ev=-14.2
C 1.095 -1.059 -1.053
H -1.429 -2.338 -1.607
H 0.240 0.077 2.618
C 0.519 0.014 1.582
H -1.292 0.261 0.881
H 0.076 3.652 0.419
H 1.089 -1.582 -2.009
H 1.526 0.256 1.245
C -0.292 -0.944 -0.521
N -0.419 -0.251 0.736
H 1.775 -1.555 -0.359
H 0.887 2.765 -0.453
H 1.527 -0.070 -1.248
H -2.337 -0.970 -0.639
C -1.434 -1.420 -1.035
O 0.224 2.728 0.257



R | 16
Properties=species:S:1:pos:R:3 method="wB97M-V/def2-TZVPD" lumo_ev=-5.037 total_charge=+1 homo_energy_ev=-14.5
C -0.263 -1.009 1.157
H 1.122 -0.970 -2.661
H 0.545 1.384 3.314
H -0.393 -0.732 2.191
H -0.219 0.847 0.744
N -0.362 -0.071 0.304
C 0.922 -1.079 -1.603
O -0.256 1.470 2.774
H -0.177 -2.044 0.834
H -0.294 2.430 2.610
C -0.031 -0.049 -1.101
C -0.766 0.779 -1.839
H 1.864 -0.999 -1.046
H -0.771 0.725 -2.916
H -1.485 1.413 -1.344
H 0.564 -2.095 -1.417



S | 16
Properties=species:S:1:pos:R:3 method="wB97M-V/def2-TZVPD" lumo_ev=-5.572 total_charge=+1 homo_energy_ev=-14.5
H -0.260 -0.633 -1.870
H 2.945 -0.020 -0.475
O -1.878 2.688 0.529
H -2.588 3.120 1.013
H 1.168 -1.888 1.311
H 0.093 -0.561 1.815
H -1.523 3.321 -0.112
H -1.829 -0.905 0.526
C 1.996 -0.148 -0.981
H 1.818 -0.364 1.763
C -1.439 -1.062 -0.469
C 0.958 -0.447 -0.211
C 0.979 -0.813 1.237
H -2.074 -1.609 -1.158
H 1.960 -0.119 -2.058
N -0.326 -0.559 -0.860



Short version: R is the most stable of them.



P | 16
Properties=species:S:1:pos:R:3 method="wB97M-V/def2-TZVPD" lumo_ev="-4.866 / -4.613" total_charge=+1 homo_energy_ev="-13.2 / -13.7"
C 0.087 1.925 -0.280
H -0.665 0.658 -1.613
C -0.069 -0.707 0.011
H -2.602 0.749 0.507
H 0.236 1.913 0.722
C -1.879 0.122 0.110
H 0.462 -2.179 -1.243
H -0.650 2.640 -0.661
C 0.989 -1.582 -0.614
H 1.419 -2.107 0.121
N -0.630 0.670 -0.553
H 1.723 -1.006 -1.014
O -1.255 -1.013 0.476
H 1.231 -0.937 2.801
H 0.855 1.863 -0.966
H 0.749 -1.011 2.196



Q | 16
Properties=species:S:1:pos:R:3 method="wB97M-V/def2-TZVPD" lumo_ev=-5.251 total_charge=+1 homo_energy_ev=-14.1
H 1.077 0.232 2.272
H 0.546 2.322 -0.487
H -1.120 2.334 -1.067
O 0.009 -2.363 2.127
C -0.200 0.405 -0.942
C -0.145 1.894 -1.250
C 0.506 0.614 1.396
H 0.256 1.710 1.298
H -0.224 -1.517 -1.783
H -0.900 -2.767 2.030
N 0.386 -0.121 0.304
H 0.155 2.109 -2.311
H 0.446 -2.857 2.830
H -0.970 -0.360 -2.850
C -0.535 -0.539 -1.916
H 0.712 -1.096 0.350



R | 16
Properties=species:S:1:pos:R:3 method="wB97M-V/def2-TZVPD" lumo_ev=-3.300 smiles="C=C[N@H+](C)CO" total_charge=+1 homo_energy_ev=-14.9
H 2.649 0.720 0.213
H 0.197 0.751 -1.311
H 0.192 2.098 1.721
C -1.052 -0.693 -1.404
C -0.795 0.489 0.714
H 1.917 -0.969 -0.900
H 1.087 -1.571 0.648
O 2.025 0.236 0.771
N -0.136 0.038 -0.620
C -0.547 1.321 1.733
H -1.541 -1.532 -0.918
H -1.283 1.217 2.554
H -1.533 -0.243 0.836
H -1.898 -0.054 -1.672
H -0.642 -1.130 -2.372
C 1.359 -0.678 0.006



Short version: Q is the most stable of them.



P | 22
Properties=species:S:1:pos:R:3 method="wB97M-V/def2-TZVPD" lumo_ev=-3.749 homo_energy_ev=-7.8
H 1.918 -1.567 1.947
C -1.814 -0.185 0.687
H -0.713 -2.595 -1.374
H -0.987 -0.284 1.470
H -2.956 1.138 1.960
C -1.646 -0.828 -0.560
O 1.988 1.244 1.135
H 0.149 -1.013 -1.749
H 0.191 -1.920 -0.178
O 0.431 1.938 -0.756
H -2.534 -0.795 -1.181
C -0.469 -1.556 -0.982
H 2.013 -0.227 1.166
C -2.840 0.662 0.987
H 2.000 1.599 2.028
H 1.028 1.817 0.069
O 1.863 -1.272 1.031
H 2.903 0.399 -2.103
O 2.025 0.094 -1.873
H -0.440 1.706 -0.434
H -3.608 0.800 0.220
H 1.497 0.846 -1.511



Q | 22
Properties=species:S:1:pos:R:3 method="wB97M-V/def2-TZVPD" lumo_ev=0.261 smiles=OCCCCO.O.O homo_energy_ev=-10.3
H 0.953 1.076 3.001
C 0.948 -1.138 1.306
H 0.305 2.022 -2.035
C -0.347 -0.498 1.661
H 1.954 1.152 -0.271
H -2.006 -0.773 -6.423
H 1.785 -0.778 1.927
O 1.227 0.565 -0.495
H -0.476 0.467 1.128
H 2.574 -1.017 -0.112
H -0.639 -0.998 3.781
H -1.228 2.370 -1.978
H -1.632 0.424 3.002
O -2.736 -0.622 -5.816
O 0.314 0.756 3.628
H 1.058 -1.370 -0.919
H -1.251 -0.925 1.156
H 0.991 -2.237 1.177
O -0.348 2.607 -1.654
C 1.480 -0.774 -0.104
C -0.682 -0.107 3.136
H -2.245 -0.204 -5.095



Short version: Q is the most stable of them.



P | 24
Properties=species:S:1:pos:R:3 method="wB97M-V/def2-TZVPD" lumo_ev=0.499 smiles=C[C@H](N)CN.O.O.O homo_energy_ev=-8.9
C -1.849 0.579 2.517
C -0.964 0.563 1.277
H 0.026 -2.869 -1.224
H -2.666 -0.138 2.495
N -0.984 0.547 -1.248
O 0.096 -2.326 -0.432
H 2.063 -2.569 -2.295
H -0.300 -0.325 1.356
H -0.608 -2.571 0.178
H 0.685 1.492 1.931
O 2.186 0.914 -1.015
C -1.795 0.500 -0.028
O 2.645 -1.933 -1.858
H -2.471 -0.335 -0.067
H -0.448 2.636 1.319
H 1.541 1.283 -0.403
H -2.205 1.646 2.569
N -0.007 1.730 1.224
H 2.545 1.608 -1.569
H -0.280 -0.165 -1.292
H -1.340 0.259 3.414
H -0.543 1.441 -1.408
H 2.081 -1.396 -1.286
H -2.549 1.315 -0.056



Q | 24
Properties=species:S:1:pos:R:3 method="wB97M-V/def2-TZVPD" lumo_ev=0.517 smiles=C[C@H](N)CN.O.O.O homo_energy_ev=-9.0
H 3.059 -1.062 -0.253
H 0.347 -0.362 0.919
N -0.056 0.994 -1.518
O -2.880 -1.137 -1.471
O 0.765 1.733 2.050
H 2.755 -0.051 1.114
H 1.842 0.155 -1.613
H 0.935 2.311 1.292
H 2.479 -1.930 1.099
H 1.616 1.299 -0.279
C 1.143 0.515 -0.854
H -2.767 1.670 1.629
H -2.760 -1.746 -2.208
H -0.330 0.374 -2.268
H -0.197 1.840 2.165
H -2.075 -1.271 -0.951
H 0.568 -1.941 -1.503
C 2.409 -0.956 0.628
H -0.856 1.087 -0.906
N 0.328 -1.845 -0.524
O -1.903 1.341 1.344
H -2.008 0.383 1.259
C 0.977 -0.703 0.098
H 0.552 -2.703 -0.041



Short version: Q is the most stable of them.